DFT (ωB97M-V with the def2-TZVPD basis set) results for 2 unconnected molecules or ions with the total composition C3H7ClN2O.

The HOMO energy comes out at -9.49 eV. Its SMILES is NC(=O)Cl.C=NC. For the LUMO energy, the calculation gives 0.8 eV. Its HOMO-LUMO gap is 10.3 eV. Its max |F| is 3.446 eV Å⁻¹. The value obtained for the molar mass is 122.6 u. Its energy above the lowest of the compared OMol25 structures with the same formula, charge and spin is 48.0 kJ/mol.

Geometry as ORCA input:
```
! wB97M-V def2-TZVPD RIJCOSX def2/J DEFGRID3
* xyz 0 1
C -0.43922 1.19597 2.22664
C 0.96522 0.49766 -1.25396
C 0.46515 -1.90397 -1.42939
N -1.33478 1.06097 1.17381
N 0.31751 -0.56740 -0.94935
O 0.71254 0.88148 2.21364
Cl -1.38584 1.53458 3.69415
H -0.82725 0.72100 0.38258
H 1.56886 0.39365 -2.13945
H 0.67306 1.47954 -0.76085
H 1.28302 -1.85344 -2.12799
H 0.79164 -2.44820 -0.52753
H -0.47800 -2.41265 -1.77726
H -2.31191 1.42082 1.27496
*
```